Entry 1:
{
  "formula": "C43H50N5O3",
  "method": "ωB97M-V/def2-TZVPD",
  "symbols": ["C", "C", "C", "C", "C", "C", "N", "C", "N", "C", "C", "C", "C", "C", "C", "C", "C", "C", "C", "C", "C", "C", "C", "H", "H", "H", "H", "H", "H", "H", "H", "H", "H", "H", "H", "H", "H", "H", "H", "H", "H", "H", "H", "H", "H", "H", "H", "H", "H", "C", "N", "C", "O", "C", "C", "C", "C", "C", "C", "C", "C", "N", "C", "C", "C", "C", "C", "C", "N", "O", "O", "C", "C", "C", "C", "C", "C", "H", "H", "H", "H", "H", "H", "H", "H", "H", "H", "H", "H", "H", "H", "H", "H", "H", "H", "H", "H", "H", "H", "H", "H"],
  "positions_angstrom": [[5.7696, -2.6637, -0.4906], [4.3866, -3.1943, -0.7344], [3.8014, -4.0530, 0.2011], [2.5068, -4.5439, 0.0290], [1.9411, -5.4100, 1.1095], [1.7837, -4.1487, -1.1167], [0.4645, -4.6384, -1.3239], [-0.6489, -3.9288, -1.6357], [-1.7226, -4.7462, -1.5284], [-3.0756, -4.3316, -1.5051], [-3.4792, -3.2778, -2.3488], [-2.4995, -2.5906, -3.2327], [-4.8191, -2.8699, -2.3404], [-5.7489, -3.4476, -1.4671], [-7.1812, -2.9989, -1.4137], [-5.3174, -4.4715, -0.6207], [-3.9979, -4.9198, -0.6123], [-3.6058, -5.9230, 0.4257], [-1.2933, -6.1639, -1.5245], [0.2051, -6.0869, -1.4516], [2.3712, -3.3317, -2.0956], [1.6344, -3.0105, -3.3543], [3.6693, -2.8624, -1.8887], [6.1056, -2.0423, -1.3271], [5.7959, -2.0546, 0.4231], [6.4911, -3.4806, -0.3522], [4.3641, -4.3289, 1.0969], [0.9215, -5.7448, 0.9196], [2.5796, -6.2919, 1.2601], [1.9208, -4.8655, 2.0626], [-2.9581, -1.6731, -3.6191], [-1.5812, -2.3423, -2.6631], [-2.2064, -3.2037, -4.0988], [-5.1287, -2.0671, -3.0142], [-7.7166, -3.5717, -0.6472], [-7.2618, -1.9333, -1.1588], [-7.6968, -3.1497, -2.3726], [-6.0303, -4.9094, 0.0830], [-4.4230, -6.0111, 1.1518], [-3.4678, -6.9291, 0.0075], [-2.7124, -5.6187, 0.9847], [-1.6897, -6.6911, -0.6634], [-1.6172, -6.6726, -2.4403], [0.6745, -6.4780, -2.3638], [0.6092, -6.6308, -0.6031], [2.2718, -2.3799, -3.9834], [1.3890, -3.9109, -3.9384], [0.7009, -2.4700, -3.1543], [4.1186, -2.2205, -2.6492], [1.7931, 6.1504, 4.1845], [1.6921, 5.5747, 2.8631], [2.6343, 5.8327, 1.9073], [3.6125, 6.5608, 2.0578], [2.2311, 5.0614, 0.6490], [3.2903, 4.0557, 0.2072], [4.6175, 4.6938, -0.1427], [5.7682, 4.2975, 0.5462], [6.9781, 4.9513, 0.3138], [7.0486, 5.9672, -0.6443], [5.9152, 6.3121, -1.3875], [4.6967, 5.6689, -1.1435], [0.9705, 4.4299, 1.0571], [0.3118, 3.6010, 0.2266], [-0.8909, 2.9751, 0.5362], [-1.5329, 2.0185, -0.2373], [-2.8568, 1.5486, 0.0747], [-3.4864, 1.8334, 1.3201], [-4.7831, 1.3700, 1.5971], [-5.3477, 1.6467, 2.8798], [-6.4762, 1.1853, 3.1611], [-4.6869, 2.3568, 3.6781], [-5.5198, 0.6346, 0.6492], [-4.9254, 0.3667, -0.5883], [-3.6221, 0.7959, -0.8698], [0.5690, 4.7438, 2.4404], [0.4905, 3.4870, 3.3162], [-0.7274, 5.5654, 2.5020], [2.7206, 6.7253, 4.2397], [0.9420, 6.8144, 4.3832], [1.8099, 5.3631, 4.9489], [2.0432, 5.7967, -0.1590], [3.4357, 3.3129, 1.0102], [2.8952, 3.5228, -0.6690], [5.6906, 3.5045, 1.2945], [7.8598, 4.6724, 0.8903], [7.9852, 6.4990, -0.8003], [5.9723, 7.0894, -2.1500], [3.8002, 5.9381, -1.7100], [0.7817, 3.4391, -0.7501], [-1.3832, 3.2805, 1.4578], [-1.0545, 1.6704, -1.1558], [-2.9963, 2.4103, 2.1025], [-6.5198, 0.2917, 0.9165], [-5.5032, -0.1749, -1.3402], [-3.1654, 0.5783, -1.8399], [1.4732, 2.9969, 3.3331], [0.2073, 3.7738, 4.3355], [-0.2450, 2.7758, 2.9353], [-0.5491, 6.5439, 2.0340], [-1.5426, 5.0748, 1.9659], [-1.0185, 5.7004, 3.5522]],
  "homo_ev": -9.5,
  "mol_weight_da": 684.9,
  "gap_ev": 4.404,
  "fmax_ev_per_a": 3.838,
  "de_lowest_kcal_mol": 0.0,
  "charge": 1
}

Entry 2:
{
  "formula": "C43H51BN8O6SY",
  "method": "ωB97M-V/def2-TZVPD",
  "symbols": ["Y", "O", "C", "O", "C", "C", "C", "C", "C", "C", "N", "C", "C", "C", "C", "C", "C", "N", "H", "H", "H", "H", "H", "H", "H", "H", "H", "H", "C", "C", "N", "O", "C", "C", "N", "O", "H", "H", "H", "H", "H", "H", "H", "C", "C", "C", "C", "C", "C", "C", "N", "C", "C", "C", "C", "C", "C", "C", "N", "C", "C", "C", "C", "H", "H", "H", "H", "H", "H", "H", "H", "H", "H", "H", "H", "H", "H", "H", "H", "H", "H", "H", "H", "H", "H", "H", "H", "O", "B", "O", "C", "C", "C", "C", "C", "C", "H", "H", "H", "H", "C", "N", "C", "N", "S", "H", "H", "H", "H", "H", "H"],
  "positions_angstrom": [[0.1585, 0.1255, -0.3415], [-4.2834, 4.1434, -6.3835], [-3.2965, 4.2312, -5.4761], [-2.6622, 5.2399, -5.3523], [-3.0307, 3.0135, -4.6430], [-4.0348, 2.1271, -4.2658], [-3.7544, 1.0588, -3.4285], [-2.4544, 0.8578, -2.9680], [-1.4502, 1.7444, -3.3566], [-1.7360, 2.8165, -4.1727], [-2.1166, -0.1704, -2.0686], [-2.5793, -1.3421, -2.2305], [-2.3166, -2.4083, -1.2659], [-2.7025, -3.7117, -1.5393], [-2.4885, -4.6869, -0.5765], [-1.9013, -4.3203, 0.6208], [-1.5325, -2.9928, 0.8023], [-1.7265, -2.0537, -0.1161], [-4.6512, 3.2552, -6.4296], [-5.0595, 2.2832, -4.5822], [-4.5573, 0.4172, -3.0871], [-0.4434, 1.5673, -3.0034], [-0.9613, 3.5194, -4.4515], [-3.1770, -1.6125, -3.1040], [-3.1634, -3.9549, -2.4875], [-2.7839, -5.7125, -0.7517], [-1.7387, -5.0394, 1.4106], [-1.0741, -2.6694, 1.7280], [-1.1962, 0.6683, 4.3009], [-0.6159, 0.5667, 2.9284], [-1.2490, 0.1108, 1.9107], [-2.5632, -0.2492, 2.1487], [0.7545, 1.0174, 2.6627], [1.6894, 1.5120, 3.7163], [1.1091, 0.9356, 1.4249], [2.3066, 1.2525, 1.0160], [-2.1566, 0.1640, 4.3471], [-1.3370, 1.7186, 4.5637], [-0.5216, 0.2232, 5.0311], [-2.8015, -0.7147, 1.3376], [1.1628, 1.8998, 4.5844], [2.3119, 2.2937, 3.2816], [2.3573, 0.7085, 4.0384], [-2.9537, 6.9595, 1.4812], [-1.9122, 6.7759, 0.3747], [-2.5477, 7.1685, -0.9721], [-0.7137, 7.6908, 0.6665], [-1.4708, 5.3286, 0.2486], [-2.1320, 4.2654, 0.8516], [-1.7304, 2.9711, 0.5759], [-0.7353, 2.6550, -0.2516], [-0.0626, 3.6686, -0.8170], [-0.3963, 4.9919, -0.5713], [1.0474, 3.3129, -1.7358], [1.5988, 4.2423, -2.6045], [2.6217, 3.8902, -3.4833], [3.0848, 2.5840, -3.3939], [2.4767, 1.7058, -2.5120], [1.4606, 2.0366, -1.7184], [3.1641, 4.9129, -4.4700], [4.2499, 4.3186, -5.3679], [3.7554, 6.0896, -3.6759], [2.0093, 5.4033, -5.3581], [-3.2159, 8.0142, 1.5583], [-2.5690, 6.6332, 2.4493], [-3.8685, 6.4082, 1.2588], [-2.8398, 8.2196, -0.9517], [-3.4384, 6.5680, -1.1645], [-1.8554, 7.0209, -1.8021], [-1.0707, 8.7032, 0.8549], [-0.0218, 7.7379, -0.1749], [-0.1674, 7.3500, 1.5475], [-2.9612, 4.4177, 1.5268], [-2.2510, 2.1404, 1.0365], [0.1850, 5.7812, -1.0219], [1.2070, 5.2475, -2.6332], [3.8915, 2.2231, -4.0138], [2.8151, 0.6805, -2.4475], [5.0980, 3.9522, -4.7871], [4.6178, 5.0860, -6.0488], [3.8570, 3.4994, -5.9729], [4.4835, 5.7341, -2.9453], [2.9753, 6.6362, -3.1442], [4.2533, 6.7850, -4.3522], [1.6196, 4.5865, -5.9684], [2.3651, 6.1885, -6.0266], [1.1854, 5.8121, -4.7726], [2.7239, -1.3735, -1.7405], [1.3154, -1.4163, -1.5613], [0.8965, -2.6964, -1.9914], [2.0039, -3.3985, -2.3743], [2.1058, -4.6953, -2.8296], [3.3836, -5.1605, -3.1274], [4.5023, -4.3471, -2.9881], [4.3907, -3.0337, -2.5388], [3.1238, -2.5877, -2.2274], [1.2310, -5.3224, -2.9395], [3.5069, -6.1756, -3.4808], [5.4793, -4.7457, -3.2281], [5.2538, -2.3861, -2.4498], [5.2224, -3.6503, 1.1322], [3.7871, -3.4538, 1.1710], [3.1819, -2.2658, 1.2934], [3.9189, -1.1664, 1.2490], [1.5030, -2.2419, 1.5679], [5.4262, -4.6959, 0.9227], [5.6896, -3.3771, 2.0822], [5.6685, -3.0560, 0.3339], [3.1896, -4.2492, 1.3118], [4.8779, -1.2030, 0.9434], [3.4634, -0.2439, 1.2814]],
  "homo_ev": -10.1,
  "mol_weight_da": 907.7,
  "gap_ev": 6.886,
  "fmax_ev_per_a": 3.591,
  "de_lowest_kcal_mol": 78.7,
  "charge": 1
}

Entry 3:
{
  "formula": "C43H51ClF3GeN2O11PSSbSeSiTeTl",
  "method": "ωB97M-V/def2-TZVPD",
  "symbols": ["Tl", "O", "S", "O", "O", "O", "O", "C", "O", "C", "C", "Cl", "N", "N", "C", "C", "O", "O", "C", "C", "C", "C", "C", "C", "H", "H", "H", "H", "H", "H", "C", "Si", "C", "C", "C", "C", "H", "H", "H", "H", "H", "H", "H", "H", "H", "C", "Ge", "C", "C", "C", "Se", "C", "H", "H", "H", "H", "H", "H", "H", "H", "H", "H", "H", "H", "H", "H", "C", "C", "O", "P", "O", "Te", "O", "C", "C", "H", "H", "H", "H", "H", "H", "H", "H", "H", "H", "F", "C", "C", "C", "C", "C", "C", "Sb", "C", "C", "C", "C", "F", "C", "C", "C", "C", "C", "C", "F", "C", "C", "H", "H", "H", "H", "H", "H", "H", "H", "H", "H", "H", "H"],
  "positions_angstrom": [[-0.9608, -0.9205, 1.0394], [-0.5151, 0.1553, 3.7599], [-0.8863, 1.2060, 2.7964], [-1.1824, 2.4642, 3.4413], [-2.0791, 0.6984, 1.9789], [0.1988, 1.3231, 1.7632], [-5.8802, 0.6199, -3.7452], [-5.9195, 1.8206, -3.2316], [-6.7242, 2.6470, -3.6150], [-4.9280, 2.1643, -2.1564], [-4.9035, 3.3931, -1.5350], [-6.0005, 4.6826, -1.7268], [-3.8778, 3.4114, -0.6489], [-3.2136, 2.2440, -0.6767], [-3.8181, 1.4683, -1.5518], [-3.3016, 0.0368, -1.6648], [-3.9167, -0.7427, -2.4353], [-2.3020, -0.2999, -0.9926], [-3.4742, 4.3874, 0.3256], [-3.6937, 5.7492, 0.1587], [-3.2757, 6.6306, 1.1463], [-2.6300, 6.1663, 2.2822], [-2.3982, 4.8055, 2.4340], [-2.8208, 3.9156, 1.4589], [-5.1521, 0.0246, -3.3044], [-4.1638, 6.1236, -0.7351], [-3.4442, 7.6928, 1.0118], [-2.3025, 6.8640, 3.0455], [-1.9077, 4.3914, 3.3071], [-2.6416, 2.8588, 1.5850], [0.6102, -5.0507, -2.9381], [1.6450, -3.5488, -2.4927], [2.0056, -2.5680, -4.0371], [3.2775, -4.1026, -1.7455], [0.7167, -2.5528, -1.2762], [0.0542, -1.8915, -0.5017], [1.1719, -5.7706, -3.5428], [-0.2730, -4.7416, -3.5068], [0.2557, -5.5667, -2.0398], [2.5057, -3.1778, -4.7970], [2.6468, -1.7150, -3.8066], [1.0831, -2.1691, -4.4712], [3.8718, -4.6731, -2.4672], [3.1225, -4.7339, -0.8642], [3.8655, -3.2347, -1.4302], [3.7934, -0.8641, 5.1786], [2.1873, -1.9133, 5.6224], [0.9382, -0.8728, 6.7035], [2.7886, -3.5582, 6.5460], [1.2800, -2.5056, 3.9723], [1.4798, -1.1833, 2.5465], [2.8168, -2.2068, 1.5217], [4.2164, -0.3744, 6.0579], [3.5076, -0.0998, 4.4548], [4.5603, -1.4985, 4.7267], [1.4463, -0.2282, 7.4231], [0.2466, -1.5327, 7.2305], [0.3692, -0.2552, 6.0040], [3.3143, -3.3248, 7.4763], [3.4660, -4.1159, 5.8941], [1.9295, -4.1922, 6.7776], [0.2115, -2.5632, 4.1662], [1.6276, -3.4663, 3.6019], [3.6154, -2.5417, 2.1822], [3.2195, -1.5300, 0.7685], [2.3377, -3.0444, 1.0183], [-2.8615, -4.3375, -0.7649], [-3.7006, -3.8497, 0.4013], [-3.2751, -4.4289, 1.6539], [-2.1853, -3.6794, 2.5717], [-2.2781, -2.1934, 2.2589], [-2.3787, -4.4445, 4.7553], [-0.7735, -4.1200, 1.8755], [-0.4054, -5.5110, 1.8731], [0.9625, -5.6540, 1.2449], [-3.2435, -3.8948, -1.6878], [-2.8982, -5.4278, -0.8367], [-1.8221, -4.0228, -0.6473], [-4.7404, -4.1464, 0.2813], [-3.6568, -2.7634, 0.4580], [-1.1453, -6.0840, 1.3058], [-0.4105, -5.8923, 2.8939], [0.9576, -5.2466, 0.2316], [1.2399, -6.7098, 1.2050], [1.7122, -5.1140, 1.8282], [1.3427, 0.4790, -7.3012], [1.1660, 0.6782, -5.9701], [-0.1072, 0.6121, -5.4476], [-0.2726, 0.8562, -4.0877], [0.8100, 1.1660, -3.2572], [2.0838, 1.1475, -3.8224], [2.2707, 0.9232, -5.1842], [0.3271, 1.7307, -1.1751], [2.4315, 2.2149, -0.7354], [3.1909, 3.1126, -1.4902], [4.4793, 3.4702, -1.1127], [4.9982, 2.9358, 0.0483], [6.2404, 3.3125, 0.4378], [4.2946, 2.0441, 0.8248], [3.0124, 1.6848, 0.4168], [0.0532, 3.7824, -1.9058], [0.6105, 4.8638, -1.2215], [0.4328, 6.1702, -1.6631], [-0.3361, 6.3836, -2.7854], [-0.5032, 7.6555, -3.2321], [-0.9498, 5.3546, -3.4643], [-0.7434, 4.0524, -3.0180], [-0.9436, 0.3692, -6.0919], [-1.2712, 0.7840, -3.6638], [2.9540, 1.3045, -3.1978], [3.2585, 0.9271, -5.6309], [2.7675, 3.5528, -2.3860], [5.0737, 4.1627, -1.6977], [4.7280, 1.6543, 1.7390], [2.4379, 1.0173, 1.0422], [1.1937, 4.6867, -0.3243], [0.8695, 7.0108, -1.1374], [-1.5804, 5.5696, -4.3196], [-1.2124, 3.2376, -3.5576]],
  "homo_ev": -3.3,
  "mol_weight_da": 1560.8,
  "gap_ev": 6.912,
  "fmax_ev_per_a": 1.790,
  "de_lowest_kcal_mol": 14.1,
  "charge": -2
}

Entry 4:
{
  "formula": "C43H52N4O",
  "method": "ωB97M-V/def2-TZVPD",
  "symbols": ["H", "N", "C", "C", "C", "C", "N", "C", "C", "N", "C", "C", "C", "N", "C", "C", "O", "C", "C", "H", "H", "H", "H", "H", "H", "H", "H", "H", "H", "H", "H", "H", "H", "H", "H", "H", "H", "H", "H", "H", "C", "C", "C", "C", "C", "C", "H", "H", "H", "H", "H", "H", "C", "C", "C", "C", "C", "C", "H", "H", "H", "H", "H", "H", "C", "C", "C", "C", "C", "C", "H", "H", "H", "H", "H", "H", "C", "C", "C", "C", "C", "C", "H", "H", "H", "H", "H", "H", "C", "C", "C", "C", "C", "C", "H", "H", "H", "H", "H", "H"],
  "positions_angstrom": [[-1.8254, 7.1308, 1.5435], [-1.6365, 6.3338, 2.1498], [-1.2214, 5.3493, 1.4799], [-0.8622, 4.0646, 2.1695], [-1.5683, 2.8533, 1.5389], [-1.1314, 2.7125, 0.1407], [-0.7724, 2.6040, -0.9421], [-1.3287, 1.5095, 2.2910], [0.1002, 1.1744, 2.1204], [1.2090, 0.9331, 1.9597], [-2.1392, 0.3780, 1.6052], [-3.6167, 0.6581, 1.2798], [-4.5150, 1.2334, 2.3745], [-4.8527, 0.2526, 3.4088], [-1.5638, 1.6882, 3.8108], [-1.6494, 0.3983, 4.6187], [-2.1005, 0.6835, 5.9256], [-1.0615, 1.0040, 6.8513], [-1.6183, 1.9422, 7.9111], [-1.1007, 5.3800, 0.3914], [-1.1464, 4.1744, 3.2142], [0.2215, 3.9238, 2.1007], [-2.6428, 3.0441, 1.5021], [-2.0455, -0.5443, 2.1783], [-1.6376, 0.1783, 0.6543], [-4.0626, -0.3018, 0.9968], [-3.6851, 1.2771, 0.3813], [-4.0730, 2.1176, 2.8390], [-5.4355, 1.5793, 1.8938], [-4.4452, -0.6540, 3.2276], [-4.5808, 0.5492, 4.3354], [-2.4589, 2.2831, 4.0001], [-0.7267, 2.2679, 4.2080], [-0.6768, -0.1094, 4.6439], [-2.3652, -0.2998, 4.1915], [-0.6976, 0.0757, 7.3038], [-0.2342, 1.4783, 6.3138], [-2.6864, 1.7507, 8.0241], [-1.5076, 2.9831, 7.6057], [-1.1262, 1.7930, 8.8709], [4.3962, 1.5889, -2.6818], [3.3711, 2.0909, -1.8928], [3.2372, 1.6654, -0.5776], [4.1345, 0.7485, -0.0492], [5.1612, 0.2480, -0.8395], [5.2892, 0.6637, -2.1587], [4.4904, 1.9025, -3.7140], [2.6525, 2.7853, -2.3101], [2.4156, 2.0264, 0.0263], [4.0149, 0.4120, 0.9726], [5.8551, -0.4759, -0.4310], [6.0781, 0.2629, -2.7834], [0.3871, -0.5818, -2.4310], [1.7123, -0.9629, -2.5918], [2.0409, -1.9670, -3.4920], [1.0453, -2.5944, -4.2286], [-0.2809, -2.2191, -4.0628], [-0.6093, -1.2116, -3.1649], [0.1380, 0.2178, -1.7436], [2.4885, -0.4714, -2.0216], [3.0769, -2.2573, -3.6206], [1.3053, -3.3738, -4.9348], [-1.0583, -2.7082, -4.6366], [-1.6430, -0.9118, -3.0439], [-6.2596, 0.7614, 6.9593], [-7.4271, 1.0154, 7.6659], [-7.4949, 0.7273, 9.0219], [-6.3953, 0.1836, 9.6710], [-5.2291, -0.0724, 8.9632], [-5.1578, 0.2172, 7.6069], [-6.2163, 0.9841, 5.9005], [-8.2858, 1.4361, 7.1585], [-8.4055, 0.9256, 9.5726], [-6.4477, -0.0413, 10.7286], [-4.3720, -0.4984, 9.4700], [-4.2434, 0.0222, 7.0602], [1.1227, -7.3443, -8.5733], [0.3699, -6.3169, -8.0219], [1.0024, -5.1934, -7.5082], [2.3864, -5.0958, -7.5459], [3.1390, -6.1242, -8.0959], [2.5070, -7.2482, -8.6096], [0.6303, -8.2204, -8.9755], [-0.7096, -6.3922, -7.9915], [0.4157, -4.3894, -7.0814], [2.8786, -4.2162, -7.1499], [4.2184, -6.0488, -8.1256], [3.0939, -8.0499, -9.0393], [7.0658, -1.2227, -6.4401], [5.8172, -1.2850, -5.8367], [4.9678, -0.1880, -5.8828], [5.3683, 0.9724, -6.5309], [6.6176, 1.0356, -7.1328], [7.4661, -0.0620, -7.0878], [7.7278, -2.0786, -6.4049], [5.5063, -2.1885, -5.3268], [3.9956, -0.2360, -5.4069], [4.7056, 1.8280, -6.5669], [6.9305, 1.9410, -7.6369], [8.4403, -0.0126, -7.5571]],
  "homo_ev": -8.9,
  "smiles": "[H]/N=C/C[C@@H](C#N)[C@](C#N)(CCCN)CCOCC.c1ccccc1.c1ccccc1.c1ccccc1.c1ccccc1.c1ccccc1",
  "mol_weight_da": 640.9,
  "gap_ev": 9.494,
  "fmax_ev_per_a": 0.279,
  "charge": 0
}